# C5H5Cl3N2OS

The molecule C5H5Cl3N2OS in a non-equilibrium geometry (the ωB97M-V functional and the def2-TZVPD basis, OMol25).

Calculated values
- orbital gap (eV) = 8.57
- E (Ha) = -2156.926481
- HOMO energy (eV) = -9.22
- energy relative to the best compared isomer or geometry (same formula, charge and spin) (kJ/mol) = 263.1

The geometry in ORCA input format:
```
! RIJCOSX wB97M-V def2-TZVPD def2/J DEFGRID3
* xyz 0 1
C -1.8218 -1.2013 0.3861
C -0.6024 -0.9136 0.8633
C -2.3970 -0.2529 -0.6261
C -0.7528 1.4271 -0.4601
C 2.5352 -0.5965 -0.1052
N -1.9192 0.8914 -0.9934
N 0.1374 0.4127 -0.0498
O 2.1654 2.0237 -0.2298
S 1.7265 0.8912 0.5845
Cl 0.4476 -1.5569 1.9892
Cl -3.9041 -0.7450 -1.2815
Cl -1.2563 2.3723 1.0232
H -2.2857 -2.1334 0.5839
H -0.2222 2.1296 -1.0376
H 2.1719 -0.7946 -1.1087
H 2.2927 -1.4336 0.5873
H 3.6850 -0.5202 -0.1252
*
```